No. 1
{"formula": "C40H26KN5O7S", "method": "ωB97M-V/def2-TZVPD", "elements": ["K", "S", "O", "O", "O", "O", "O", "O", "O", "N", "N", "N", "N", "N", "C", "C", "C", "C", "C", "C", "C", "C", "C", "C", "C", "C", "C", "C", "C", "C", "C", "C", "C", "C", "C", "C", "C", "C", "C", "C", "C", "C", "C", "C", "C", "C", "C", "C", "C", "C", "C", "C", "C", "C", "H", "H", "H", "H", "H", "H", "H", "H", "H", "H", "H", "H", "H", "H", "H", "H", "H", "H", "H", "H", "H", "H", "H", "H", "H", "H"], "coordinates": [[-0.65768, -0.22117, -0.06108], [-1.68126, 0.89324, -4.98292], [-3.00483, -1.31826, 4.18350], [1.11049, 6.86532, 4.66808], [1.49917, -2.12441, 0.03643], [-2.53110, -4.14910, -2.16174], [-2.37612, -0.06456, 2.28738], [-1.74980, -2.04948, -1.81168], [0.54781, 7.27055, 2.54789], [-1.66321, 1.37126, -2.42031], [0.19834, 2.36762, 0.90649], [0.86908, 6.51709, 3.49039], [0.37300, 1.02506, 3.31691], [-2.53963, -2.27298, 0.79940], [-2.98101, 1.48603, -2.79454], [0.26646, 5.17525, 0.79761], [1.46375, 0.80992, 5.44648], [2.57825, 0.42720, -2.26945], [3.92609, -3.26007, 0.88882], [-4.49352, 1.15319, -4.68740], [0.64737, 0.34530, 4.38058], [1.83256, 2.13882, 5.37075], [5.45436, -5.09268, 0.72543], [-5.33883, 1.67054, -2.44975], [-3.20199, 1.13933, -4.15403], [5.05673, -3.89223, 1.30896], [-0.10612, 3.02795, -0.19608], [0.48102, 3.11357, 2.00643], [2.03873, -2.98578, -0.71487], [-2.33822, -3.12888, -1.50179], [3.22439, -3.73998, -0.22570], [-2.91636, -3.15887, -0.11520], [-0.05803, 4.42251, -0.31067], [1.21512, 0.61430, -2.25077], [4.70144, -5.63323, -0.32821], [0.72476, 2.32912, 3.22853], [0.56148, 1.09214, -3.39316], [3.68542, -4.90758, -0.89864], [1.08467, 5.10232, 3.22476], [1.57937, 4.37737, 4.27660], [1.48249, 2.97072, 4.29239], [3.34870, 0.86905, -3.39119], [-0.86544, 1.15531, -3.45139], [2.71590, 1.44954, -4.45608], [-3.93423, -4.15069, 0.22579], [-4.48840, -4.11830, 1.51443], [-4.08620, -3.14440, 2.44428], [-4.05881, 1.73850, -1.91327], [-3.13208, -2.17493, 2.01007], [1.32502, 1.56026, -4.47550], [0.55311, 4.52819, 2.01158], [1.63114, -3.23721, -2.14226], [-2.79733, -1.04045, 2.96992], [-5.56664, 1.41417, -3.81499], [-0.29593, 2.39002, -1.08793], [3.51757, -2.44439, 1.43426], [-6.18399, 1.81427, -1.75561], [2.03225, 4.91600, 5.10857], [1.34978, -4.30052, -2.24129], [-4.54088, -3.03764, 3.44334], [1.68766, 0.22071, 6.31831], [-4.20193, -4.95679, -0.44622], [3.28421, 1.91063, -5.24806], [2.41684, -3.03769, -2.87744], [4.90335, -6.63537, -0.71909], [-5.26330, -4.83410, 1.83512], [2.33994, 2.58674, 6.22545], [-4.68452, 0.91852, -5.74313], [-6.60544, 1.48369, -4.18319], [0.19603, 6.25539, 0.80453], [4.39881, 0.75635, -3.37477], [0.26148, -0.67783, 4.34272], [-3.88849, 1.94851, -0.82122], [6.34345, -5.59532, 1.10709], [-0.31031, 4.86578, -1.27548], [3.31664, -5.17500, -1.87566], [0.73989, -2.62553, -2.34071], [5.59928, -3.45886, 2.12051], [3.11070, 0.12282, -1.36778], [0.86754, 2.03410, -5.36951]], "forces_ev_per_angstrom": [[-0.293, -0.412, 0.114], [-0.641, 0.088, 0.625], [0.511, 1.407, -0.621], [-0.856, 0.638, -2.097], [1.501, -2.782, -2.186], [0.040, -0.863, -0.959], [-0.147, 0.452, 2.016], [-0.142, -0.766, -0.137], [0.410, -0.788, 2.352], [1.039, 0.469, -1.007], [-0.463, 1.130, 0.477], [1.212, 0.872, 0.361], [-0.195, 1.746, -1.388], [-0.373, 0.796, 0.243], [-0.026, -1.167, -0.097], [-0.695, 0.312, -0.355], [-0.657, 1.197, -0.894], [1.073, 1.372, -1.576], [-1.159, -0.634, -0.899], [-0.656, -0.078, 0.342], [0.690, -1.255, 0.639], [0.292, -0.056, 0.949], [-0.244, -0.220, -0.010], [-0.117, 0.230, 0.446], [-0.622, 0.776, -0.128], [0.598, -0.727, -0.100], [0.730, -1.013, -0.898], [-0.240, -1.229, -0.094], [-0.992, 2.796, 1.377], [0.805, 1.564, 0.028], [0.717, -0.616, -0.238], [-2.199, -1.672, 2.193], [-0.255, 0.250, 0.355], [-1.462, -0.737, 1.570], [0.986, -0.449, 0.289], [1.533, 0.340, 0.920], [2.418, 0.267, -0.700], [-0.438, 1.542, 0.765], [-0.936, 0.030, 0.326], [0.333, 0.522, -0.319], [-1.705, -1.423, -1.259], [-1.182, -0.919, 1.716], [-1.956, 0.103, 1.183], [-0.599, 0.505, -0.474], [1.036, 1.004, 0.712], [0.182, 0.281, 0.080], [0.303, 0.771, -1.014], [0.301, -0.105, 0.073], [-1.049, -2.644, 0.087], [-0.323, 0.098, -0.738], [0.664, -1.157, 0.204], [-1.198, -0.039, 0.294], [0.393, -0.620, -1.435], [0.134, 0.152, -0.229], [0.033, 0.596, 0.749], [-0.207, 0.749, 0.121], [0.367, -0.014, -0.579], [-0.307, -0.237, -0.159], [-0.021, 0.370, -0.013], [0.420, -0.142, -0.658], [0.042, -0.204, 0.015], [0.074, 0.347, -0.249], [0.154, -0.098, -0.293], [0.070, 0.150, 0.328], [0.342, 0.449, 0.004], [0.404, 0.168, -0.375], [0.100, -0.013, -0.180], [0.131, 0.167, 0.484], [0.705, -0.291, 0.085], [0.325, -0.281, -0.370], [1.210, -0.021, -0.086], [0.042, 0.215, 0.359], [-0.076, -0.349, -1.345], [-0.296, -0.063, -0.114], [0.099, 0.026, 0.374], [-0.505, -0.270, 0.185], [0.208, -0.157, -0.115], [0.441, 0.040, 0.434], [0.016, -0.251, -0.094], [0.145, -0.228, 0.605]], "lowdin_charge": [0.677, 1.077, -0.086, 0.019, 0.009, -0.042, -0.109, -0.122, 0.038, 0.074, 0.117, -0.302, 0.155, 0.129, -0.290, -0.011, -0.035, -0.155, -0.021, -0.111, -0.107, -0.038, -0.091, -0.119, -0.462, -0.098, -0.116, -0.123, -0.337, -0.697, -0.129, -0.176, -0.022, -0.111, -0.101, -0.090, -0.323, -0.030, -0.094, 0.051, -0.137, -0.126, -0.519, -0.153, -0.014, -0.112, -0.034, -0.006, -0.182, -0.097, -0.080, -0.006, -0.669, -0.120, 0.063, 0.111, 0.098, 0.126, 0.091, 0.099, 0.093, 0.086, 0.076, 0.094, 0.100, 0.083, 0.108, 0.098, 0.091, 0.092, 0.061, 0.124, 0.134, 0.094, 0.111, 0.102, 0.081, 0.092, 0.066, 0.083], "gap_ev": 3.848, "lumo_energy_ev": 2.47, "homo_energy_ev": -1.4, "energy_ha": -3338.46119, "relative_energy_kcal_mol": 35.4, "multiplicity": 1, "charge": -2}



No. 2
{"formula": "C40H27F9N4PS3Zr", "method": "ωB97M-V/def2-TZVPD", "elements": ["Zr", "S", "S", "S", "P", "F", "F", "F", "F", "F", "F", "F", "F", "F", "N", "N", "N", "N", "C", "C", "C", "C", "C", "C", "C", "C", "C", "C", "C", "C", "C", "C", "C", "C", "C", "C", "C", "C", "C", "C", "C", "C", "C", "C", "C", "C", "C", "C", "C", "C", "C", "C", "C", "C", "C", "C", "C", "C", "H", "H", "H", "H", "H", "H", "H", "H", "H", "H", "H", "H", "H", "H", "H", "H", "H", "H", "H", "H", "H", "H", "H", "H", "H", "H", "H"], "coordinates": [[-0.37321, 1.27780, 0.10754], [-1.50017, 1.43340, 2.39784], [-2.68499, 1.31694, -0.69980], [0.04600, 1.26803, -2.31951], [-0.53079, -1.47676, 0.22721], [-2.19305, -4.42624, -5.56940], [5.23354, -3.57815, 2.92542], [-3.76114, -2.93987, -5.46461], [5.87062, -3.08003, 0.91964], [-5.16358, -2.86334, 4.89156], [5.08374, -5.05062, 1.34436], [-1.81067, -2.41043, -6.24373], [-5.09208, -4.75746, 3.85088], [-3.67461, -4.33960, 5.43019], [0.42299, 3.15514, 1.11866], [-2.26156, 3.83143, 3.19621], [1.99985, 1.45353, -0.14217], [-0.43571, 3.91777, 1.86457], [-2.89172, -1.57298, 1.70235], [4.60520, 2.08964, -0.82452], [2.51194, 2.66366, 0.17450], [2.82091, -3.86522, 0.29978], [-3.88742, 0.84728, -3.11041], [-1.08094, -2.11807, -1.37979], [1.07827, -2.23302, 0.59936], [3.06181, -2.14008, 1.96832], [-2.44534, -3.13311, -5.30508], [1.53868, 6.06438, 1.02124], [1.57457, -3.36135, -0.04540], [-1.29354, -3.30157, 2.21375], [3.08269, 7.29571, 2.39107], [2.77752, 0.57267, -0.77239], [-0.64166, -2.44866, -3.72429], [-1.50209, 0.81875, -4.53373], [3.19365, 4.89739, 2.33183], [-1.65413, -2.17525, 1.47809], [-2.41173, -2.45501, -1.58278], [2.02472, 7.27235, 1.49125], [-1.35667, 3.19390, 2.44572], [4.09239, 0.84023, -1.11622], [-3.75819, -2.09261, 2.64973], [-3.38534, -3.20987, 3.38153], [-0.19760, -2.11222, -2.46247], [-3.89705, 0.62221, -4.47864], [-2.70508, 0.61106, -5.19086], [2.12900, 4.87380, 1.43551], [-1.48528, 1.03128, -3.15987], [4.94260, -3.75166, 1.62970], [-1.98208, -2.76457, -3.91969], [3.80223, 3.01698, -0.17254], [3.56019, -3.24906, 1.29775], [-4.33348, -3.79257, 4.39895], [-2.86523, -2.77258, -2.85758], [-2.68315, 1.04939, -2.44510], [3.66218, 6.10921, 2.81622], [1.82488, -1.63192, 1.61362], [1.62067, 3.58421, 0.92216], [-2.15815, -3.81764, 3.16506], [-4.71453, -1.62020, 2.82697], [1.57262, 8.19800, 1.16136], [-2.71063, 0.43758, -6.25855], [-0.56978, 0.81287, -5.08411], [5.61861, 2.34872, -1.10023], [-4.83677, 0.46111, -4.98992], [3.45430, 8.24088, 2.76358], [4.17044, 4.00353, 0.06606], [-3.11264, -2.45747, -0.75891], [-1.87075, -4.68491, 3.74371], [-2.99095, 3.32270, 3.66033], [3.63694, -1.67990, 2.76059], [4.68116, 0.08493, -1.61620], [0.70060, 6.03963, 0.33737], [1.43396, -0.76775, 2.14273], [-3.18344, -0.69536, 1.13983], [0.99451, -3.85216, -0.81577], [2.32549, -0.37851, -1.01875], [-0.33473, -3.77911, 2.05929], [0.04088, -2.44031, -4.56370], [-3.90701, -3.01408, -3.01586], [4.47978, 6.12629, 3.52424], [3.20969, -4.74140, -0.20090], [-2.22045, 4.83453, 3.26898], [3.64618, 3.97089, 2.66552], [-4.81435, 0.86761, -2.55141], [0.83743, -1.82470, -2.32724]], "forces_ev_per_angstrom": [[-0.002, 0.035, -0.025], [0.013, -0.080, 0.015], [0.112, -0.023, -0.007], [0.003, 0.011, -0.079], [-0.060, -0.016, 0.102], [-0.012, -0.014, 0.001], [0.002, -0.004, -0.006], [0.003, 0.006, 0.007], [-0.002, -0.006, 0.005], [-0.012, 0.008, 0.010], [0.007, 0.015, 0.006], [-0.010, 0.003, -0.005], [0.013, 0.008, 0.010], [-0.005, -0.005, -0.003], [-0.074, -0.034, -0.030], [-0.002, -0.005, -0.021], [-0.035, 0.003, 0.022], [-0.013, -0.027, -0.011], [0.007, 0.023, -0.010], [-0.009, -0.018, -0.006], [-0.011, 0.017, 0.000], [-0.004, 0.002, -0.001], [-0.026, -0.006, -0.013], [0.069, 0.046, -0.053], [-0.019, 0.026, 0.009], [-0.014, 0.028, 0.007], [-0.006, 0.006, 0.011], [-0.011, 0.004, -0.002], [0.003, 0.001, -0.001], [0.034, -0.026, 0.008], [-0.014, -0.007, -0.010], [0.030, 0.010, -0.015], [-0.043, 0.002, -0.024], [-0.004, -0.005, -0.033], [0.014, 0.010, 0.022], [-0.016, 0.044, -0.015], [-0.057, -0.003, -0.033], [0.020, 0.015, 0.011], [-0.009, 0.070, 0.078], [-0.027, -0.003, 0.005], [0.002, -0.026, 0.010], [-0.007, 0.018, -0.002], [-0.009, -0.015, 0.066], [0.012, 0.005, 0.007], [-0.002, 0.001, 0.013], [-0.044, -0.009, -0.016], [0.014, 0.013, 0.020], [-0.009, -0.006, -0.007], [0.096, 0.000, -0.061], [0.030, -0.003, -0.003], [0.008, -0.015, -0.009], [-0.003, -0.015, -0.021], [-0.013, -0.003, 0.069], [-0.009, 0.004, 0.016], [0.005, -0.004, 0.001], [0.033, -0.021, 0.008], [0.066, -0.019, -0.013], [0.026, -0.006, -0.009], [0.002, -0.002, 0.002], [0.001, -0.004, 0.000], [0.002, 0.001, 0.002], [0.003, -0.001, 0.009], [-0.002, -0.003, 0.001], [0.002, -0.002, 0.003], [-0.001, 0.001, -0.002], [-0.008, -0.003, -0.005], [0.006, 0.000, 0.002], [-0.013, -0.002, 0.001], [0.002, -0.005, 0.000], [0.001, -0.007, -0.003], [-0.001, 0.003, 0.001], [0.004, 0.000, 0.003], [-0.010, 0.009, -0.003], [0.007, 0.016, -0.010], [-0.001, 0.002, 0.002], [0.001, -0.007, 0.003], [-0.013, 0.006, -0.001], [-0.004, 0.001, 0.008], [-0.003, -0.005, -0.009], [-0.003, -0.004, -0.002], [0.007, 0.002, 0.003], [0.001, 0.000, 0.006], [-0.006, -0.001, -0.003], [0.007, -0.001, 0.003], [-0.011, -0.004, -0.004]], "lowdin_charge": [0.862, 0.560, 0.583, 0.623, 1.015, 0.155, 0.153, 0.148, 0.147, 0.149, 0.155, 0.140, 0.155, 0.150, -0.121, 0.107, -0.052, 0.022, -0.128, -0.004, -0.195, 0.019, -0.111, -0.353, -0.391, 0.009, -0.588, -0.023, -0.056, -0.042, -0.063, -0.149, 0.006, -0.114, -0.039, -0.346, -0.046, -0.057, -0.817, -0.011, 0.016, -0.099, -0.115, -0.071, -0.078, -0.199, -0.661, -0.590, -0.106, 0.028, -0.102, -0.589, 0.018, -0.662, -0.062, -0.095, -0.157, 0.014, 0.132, 0.112, 0.112, 0.109, 0.126, 0.112, 0.111, 0.126, 0.107, 0.131, 0.095, 0.132, 0.122, 0.120, 0.104, 0.044, 0.114, 0.090, 0.108, 0.135, 0.132, 0.111, 0.132, 0.118, 0.123, 0.106, 0.094], "gap_ev": 6.498, "lumo_energy_ev": -4.15, "homo_energy_ev": -10.7, "energy_ha": -4241.32083, "relative_energy_kcal_mol": 0.8, "multiplicity": 1, "charge": 1}